Version 1
Molecular formula: C4H9N
Method: DFT, the ωB97M-V functional and the def2-TZVPD basis

XYZ file:
```
14
C4H9N, DFT the ωB97M-V functional and the def2-TZVPD basis
N 2.111 1.362 -0.235
C 0.853 2.379 1.586
C -1.967 -3.200 -0.940
C 1.144 1.364 0.762
C -2.215 -1.894 -1.026
H -1.031 -3.703 -1.150
H 1.945 0.885 -1.117
H -1.415 -1.274 -1.404
H -0.090 2.409 2.127
H -2.793 -3.910 -0.759
H 0.527 0.474 0.777
H 2.783 2.087 -0.052
H 1.548 3.172 1.846
H -3.217 -1.559 -0.806
```

Its LUMO energy (alpha / beta) is 4.2 / 4.2 eV. The expectation value of S² is 0.750. As for the spin multiplicity: 2. Its charge is -1.

Here are the Mulliken charges for atoms 1 to 6, given in e: number 1, N, carries -1.226; number 2, C, carries -0.824; number 3, C, carries -0.981; number 4, C, carries -1.160; number 5, C, carries -1.106; number 6, H, carries 0.418



Version 2
Molecular formula: C4H9N
Method: DFT, the ωB97M-V functional and the def2-TZVPD basis

XYZ file:
```
14
C4H9N, DFT the ωB97M-V functional and the def2-TZVPD basis
N -0.831 -0.017 -1.502
C 1.109 -0.447 2.311
C -1.977 0.684 -1.169
C 1.575 -1.306 1.351
C 0.291 0.629 -1.644
H -2.845 0.167 -1.469
H 1.393 -2.346 1.453
H 1.552 -1.113 0.301
H 1.278 0.157 -1.961
H 1.483 0.556 2.345
H 0.226 1.672 -1.656
H -1.995 0.600 -0.024
H -2.021 1.689 -1.620
H 0.762 -0.926 3.283
```

Its LUMO energy (alpha / beta) is 4.8 / 4.5 eV. The expectation value of S² is 0.752. As for the spin multiplicity: 2. Its charge is -1.

Here are the Mulliken charges for atoms 1 to 6, given in e: number 1, N, carries -0.479; number 2, C, carries -0.893; number 3, C, carries -1.017; number 4, C, carries -0.556; number 5, C, carries -0.583; number 6, H, carries 0.315



Least stable of them? version 2.



Version 1
Molecular formula: C5H12FN2
Method: DFT, the ωB97M-V functional and the def2-TZVPD basis

XYZ file:
```
20
C5H12FN2, DFT the ωB97M-V functional and the def2-TZVPD basis
F -2.511 0.176 -0.456
N -0.781 -1.322 0.442
N 0.459 0.662 0.212
C 1.697 0.940 0.872
C 0.373 -0.863 -0.346
C -0.774 0.945 0.936
C -1.757 -0.240 0.582
C 0.274 -0.847 -1.861
H -2.456 -0.561 1.244
H 1.123 -0.423 -2.310
H 2.416 0.630 0.200
H -1.298 -1.972 -0.069
H -1.215 1.852 0.752
H 0.515 1.268 -0.652
H 1.299 -1.410 0.138
H 1.657 1.978 1.102
H 0.373 -1.829 -2.214
H 1.574 0.338 1.753
H -0.563 -0.274 -2.274
H -0.404 0.953 1.949
```

Its LUMO energy is -3.0 eV. The SMILES is C[C@@H]1N[C@H](F)C[N@H+]1C. Its charge is +1.

Here are the Mulliken charges for atoms 1 to 6, given in e: number 1, F, carries -0.289; number 2, N, carries -0.345; number 3, N, carries -0.121; number 4, C, carries -1.183; number 5, C, carries 0.091; number 6, C, carries -0.650



Version 2
Molecular formula: C5H12FN2
Method: DFT, the ωB97M-V functional and the def2-TZVPD basis

XYZ file:
```
20
C5H12FN2, DFT the ωB97M-V functional and the def2-TZVPD basis
F -3.274 -0.173 0.744
N -1.707 0.945 -0.453
N 0.027 -0.497 0.346
C -2.455 -0.260 -0.317
C 0.492 2.062 -0.130
C -1.067 -1.416 0.257
C -0.334 0.725 -0.525
C 1.333 -1.212 0.082
H -0.852 -2.214 -0.512
H -2.875 -0.438 -1.233
H 0.073 2.740 -0.866
H 0.085 0.466 -1.555
H 1.733 -1.271 -0.921
H 1.169 -2.210 0.425
H -1.448 -1.729 1.210
H 2.207 -0.753 0.751
H -1.821 1.480 0.430
H 0.146 -0.194 1.315
H 1.514 2.018 -0.422
H 0.318 2.544 0.867
```

Its LUMO energy is -3.1 eV. The SMILES is C[C@@H]1N[C@H](F)C[N@H+]1C. Its charge is +1.

Here are the Mulliken charges for atoms 1 to 6, given in e: number 1, F, carries -0.274; number 2, N, carries -0.326; number 3, N, carries 0.078; number 4, C, carries 0.062; number 5, C, carries -1.319; number 6, C, carries -0.713



Least stable of them? version 2.



Version 1
Molecular formula: C7H10N4S
Method: DFT, the ωB97M-V functional and the def2-TZVPD basis

XYZ file:
```
22
C7H10N4S, DFT the ωB97M-V functional and the def2-TZVPD basis
S 3.779 1.379 0.391
N 1.511 -0.202 -0.317
N 2.428 -2.246 -0.673
N -1.669 0.116 -0.997
N -2.967 -0.172 -0.897
C -0.804 0.189 -0.114
C 0.485 0.771 -0.484
C 3.472 -1.317 -0.422
C 1.324 -1.520 -0.624
C 2.884 -0.087 -0.164
C -1.015 -0.270 1.354
C 0.711 2.009 -0.950
H -3.323 -0.702 -1.704
H 4.576 -1.476 -0.541
H -3.174 -0.902 -0.072
H -0.233 -0.696 1.990
H 1.776 2.217 -1.078
H 0.018 2.801 -1.042
H 4.915 1.035 0.920
H -1.228 0.683 1.934
H -1.811 -1.081 1.446
H 0.306 -1.930 -0.743
```

Its LUMO energy is 0.6 eV. The SMILES is C=C(/C(C)=N/N)n1cncc1S. Its charge is 0.

Here are the Mulliken charges for atoms 1 to 6, given in e: number 1, S, carries -0.287; number 2, N, carries 0.233; number 3, N, carries -0.660; number 4, N, carries -0.058; number 5, N, carries -0.722; number 6, C, carries 0.203



Version 2
Molecular formula: C7H10N4S
Method: DFT, the ωB97M-V functional and the def2-TZVPD basis

XYZ file:
```
22
C7H10N4S, DFT the ωB97M-V functional and the def2-TZVPD basis
S 1.268 -0.101 0.364
N -4.553 -0.872 1.374
N 0.946 -1.769 0.572
N -2.089 -1.951 -1.780
N 0.145 0.708 0.754
C -2.868 -0.025 -0.392
C -1.901 2.419 -0.011
C 1.753 -0.013 -1.434
C -2.419 -0.962 -1.267
C -2.327 1.232 -0.290
C -3.726 -0.479 0.661
C 2.803 0.006 1.310
H 2.655 -0.623 -1.471
H 0.898 -0.398 -1.762
H -0.038 -1.846 0.263
H 1.735 -2.094 -0.008
H 2.773 -0.716 2.174
H 3.627 -0.309 0.670
H -1.042 2.426 0.688
H -2.392 3.279 -0.362
H 2.923 1.033 1.622
H 1.828 1.054 -1.674
```

Its LUMO energy is 0.1 eV. The SMILES is C=C=C(C#N)C#N.CS(C)(#N)N. Its charge is 0.

Here are the Mulliken charges for atoms 1 to 6, given in e: number 1, S, carries 0.537; number 2, N, carries -0.421; number 3, N, carries -0.579; number 4, N, carries -0.472; number 5, N, carries -0.759; number 6, C, carries 0.295



Least stable of them? version 2.